20
Properties=species:S:1:pos:R:3 method="wB97M-V/def2-TZVPD" spin_multiplicity=3 e_homo_ev="-6.892 / -9.574" total_charge=0 e_lumo_ha="0.0292 / -0.1257"
O -0.93 -0.72 -1.02
H 0.58 2.93 -0.56
C 2.19 -2.36 -0.56
H 2.51 -2.12 0.38
H 0.71 -2.08 -2.00
H 0.93 2.25 1.56
H 0.11 1.36 -1.15
H -0.31 0.43 2.47
H -0.96 2.51 0.94
N 0.58 1.95 -0.46
O -1.78 0.14 1.22
C -0.35 0.41 1.37
O -3.20 -1.18 -0.27
C 0.25 -0.92 -0.36
O -2.56 1.11 -0.91
C 1.07 -1.81 -1.04
H 2.85 -3.09 -1.03
S -2.25 -0.14 -0.27
N 0.53 -0.53 0.81
C 0.02 1.85 0.90

---

17
Properties=species:S:1:pos:R:3 method="wB97M-V/def2-TZVPD" e_homo_ev="-8.321 / -8.260" total_charge=0 e_lumo_ha="-0.0611 / -0.0675"
C 0.34 0.39 -1.38
H -3.10 -0.88 0.18
H 0.06 0.55 2.09
H 3.15 -0.66 0.14
H -2.12 1.31 0.97
C -1.54 0.49 0.75
H 0.09 1.92 0.85
S 2.61 0.59 0.46
C -0.02 0.85 0.96
H -0.24 1.24 -1.32
N -1.35 -1.75 -0.07
H 1.16 0.61 -2.08
N 0.86 -1.39 0.24
H -0.24 -0.47 -1.61
O 1.48 -2.18 -0.44
C -2.00 -0.72 0.26
C 0.88 0.10 0.01

---

What are the energy above the lowest of the compared OMol25 structures with the same formula, charge and spin values for these records? In order: 0.599; 8.591 eV.
What are the E_tot values for these records? In order: -27314.074; -21170.025 eV.